*A*
{"formula": "C37H30N5O2SiTi", "method": "wB97M-V/def2-TZVPD", "homo_ev": [-3.656, -4.411], "charge": -1, "spin_multiplicity": 3, "orbital_gap_ev": [6.3, 6.4], "species": ["Ti", "O", "C", "C", "C", "C", "C", "C", "C", "O", "N", "N", "C", "C", "C", "C", "C", "C", "N", "H", "H", "H", "H", "H", "H", "H", "H", "H", "H", "C", "C", "C", "C", "C", "C", "N", "N", "C", "C", "C", "C", "C", "C", "H", "H", "H", "H", "H", "H", "H", "H", "H", "C", "C", "C", "C", "C", "C", "Si", "C", "C", "C", "C", "C", "C", "H", "H", "H", "H", "H", "H", "H", "H", "H", "H", "H"], "xyz": [[-0.0651, -0.7762, 1.3066], [4.3600, -3.0842, -1.0239], [4.6303, -1.7852, -1.2563], [5.7771, -1.4878, -1.9867], [6.1426, -0.1749, -2.2118], [5.3739, 0.8645, -1.7009], [4.2159, 0.5764, -1.0048], [3.8026, -0.7417, -0.7974], [2.5933, -1.0350, -0.0260], [1.5792, -0.1319, 0.0797], [2.5378, -2.1237, 0.6657], [1.4275, -2.1683, 1.4682], [1.4621, -2.8931, 2.5942], [0.7160, -2.3733, 3.6777], [0.6342, -2.9908, 4.9439], [0.0084, -2.3369, 5.9724], [-0.5532, -1.0730, 5.7489], [-0.4777, -0.5408, 4.4784], [0.1306, -1.1521, 3.4642], [3.6405, -3.1157, -0.3515], [6.3756, -2.3136, -2.3494], [7.0435, 0.0401, -2.7738], [5.6701, 1.8944, -1.8515], [3.6149, 1.3806, -0.6066], [2.1363, -3.7339, 2.7203], [1.0731, -3.9703, 5.0850], [-0.0532, -2.7975, 6.9510], [-1.0577, -0.5292, 6.5351], [-0.9369, 0.4099, 4.2366], [-4.4666, 1.1222, -2.3119], [-4.0577, -0.1667, -1.9979], [-2.9137, -0.3751, -1.2426], [-2.1525, 0.7035, -0.7995], [-2.5883, 1.9962, -1.0865], [-3.7314, 2.2030, -1.8456], [-0.9511, 0.5183, -0.0398], [-1.2025, 0.8960, 1.3877], [-2.2299, -0.0333, 1.8605], [-3.3102, 0.4499, 2.5881], [-4.2361, -0.4461, 3.1100], [-4.0761, -1.8110, 2.9020], [-2.9773, -2.2852, 2.1859], [-2.0309, -1.4208, 1.6495], [-5.3583, 1.2827, -2.9066], [-4.6334, -1.0183, -2.3416], [-2.5908, -1.3750, -0.9867], [-2.0203, 2.8343, -0.7054], [-4.0489, 3.2148, -2.0718], [-3.4268, 1.5218, 2.7135], [-5.0915, -0.0760, 3.6647], [-4.8044, -2.5069, 3.3057], [-2.8599, -3.3594, 2.0686], [0.8140, 5.5108, -0.5149], [0.4851, 4.6881, 0.5540], [0.4037, 3.3104, 0.3834], [0.6874, 2.7256, -0.8540], [1.0482, 3.5685, -1.9081], [1.0871, 4.9476, -1.7545], [0.6840, 0.8555, -1.1610], [-0.1104, -0.2362, -2.4963], [-0.1561, -1.6205, -2.3327], [-0.6023, -2.4543, -3.3498], [-1.0293, -1.9138, -4.5542], [-0.9827, -0.5373, -4.7391], [-0.5093, 0.2850, -3.7276], [0.8608, 6.5856, -0.3826], [0.2735, 5.1205, 1.5253], [0.0741, 2.6901, 1.2049], [1.3197, 3.1338, -2.8664], [1.3465, 5.5808, -2.5954], [1.9343, 0.9550, -2.0198], [0.1383, -2.0686, -1.3878], [-0.6262, -3.5267, -3.1943], [-1.3929, -2.5593, -5.3448], [-1.3169, -0.1038, -5.6745], [-0.4741, 1.3579, -3.8972]]}



*B*
{"formula": "C37H30N5O2SiTi", "method": "wB97M-V/def2-TZVPD", "homo_ev": [-3.656, -4.417], "charge": -1, "spin_multiplicity": 3, "orbital_gap_ev": [6.3, 6.4], "species": ["Ti", "O", "C", "C", "C", "C", "C", "C", "C", "O", "N", "N", "C", "C", "C", "C", "C", "C", "N", "H", "H", "H", "H", "H", "H", "H", "H", "H", "H", "C", "C", "C", "C", "C", "C", "N", "N", "C", "C", "C", "C", "C", "C", "H", "H", "H", "H", "H", "H", "H", "H", "H", "C", "C", "C", "C", "C", "C", "Si", "C", "C", "C", "C", "C", "C", "H", "H", "H", "H", "H", "H", "H", "H", "H", "H", "H"], "xyz": [[0.0910, 0.3699, 0.1214], [2.7668, -3.8982, 2.3765], [2.2497, -4.5120, 1.2896], [2.4594, -5.8799, 1.1579], [2.0097, -6.5557, 0.0378], [1.3481, -5.8650, -0.9708], [1.1031, -4.5143, -0.8253], [1.5146, -3.8140, 0.3124], [1.2701, -2.3752, 0.4440], [0.2142, -1.7541, -0.1570], [2.1472, -1.6446, 1.0470], [1.8772, -0.3019, 0.9305], [2.9042, 0.5560, 1.0277], [2.7836, 1.7456, 0.2798], [3.7475, 2.7765, 0.2712], [3.5917, 3.8407, -0.5787], [2.4666, 3.8898, -1.4157], [1.5407, 2.8700, -1.3356], [1.6699, 1.8206, -0.5248], [2.7066, -2.9335, 2.2143], [3.0021, -6.3923, 1.9414], [2.1895, -7.6196, -0.0527], [1.0112, -6.3818, -1.8597], [0.5752, -3.9758, -1.6005], [3.8196, 0.3038, 1.5536], [4.5999, 2.7087, 0.9353], [4.3265, 4.6356, -0.6023], [2.3063, 4.7152, -2.0944], [0.6353, 2.8936, -1.9309], [-5.7676, 0.6648, 1.1599], [-4.6861, 0.8165, 2.0186], [-3.4034, 0.5352, 1.5796], [-3.1772, 0.0824, 0.2821], [-4.2597, -0.0332, -0.5841], [-5.5456, 0.2487, -0.1444], [-1.8559, -0.2371, -0.1904], [-1.4143, 0.8043, -1.1548], [-1.4641, 2.0554, -0.4260], [-2.0391, 3.1741, -1.0222], [-2.0203, 4.3826, -0.3359], [-1.4361, 4.4618, 0.9210], [-0.8440, 3.3366, 1.4944], [-0.8403, 2.1100, 0.8406], [-6.7736, 0.8789, 1.5001], [-4.8412, 1.1564, 3.0353], [-2.5558, 0.6596, 2.2367], [-4.0817, -0.3489, -1.6031], [-6.3798, 0.1412, -0.8278], [-2.5123, 3.0766, -1.9925], [-2.4791, 5.2618, -0.7744], [-1.4335, 5.4052, 1.4571], [-0.3635, 3.4398, 2.4642], [-3.4794, -3.1175, -4.4465], [-2.9116, -1.8664, -4.2419], [-2.3598, -1.5353, -3.0104], [-2.3305, -2.4693, -1.9684], [-2.8756, -3.7332, -2.2061], [-3.4708, -4.0509, -3.4204], [-1.5373, -2.1883, -0.2571], [-2.3175, -2.3303, 1.4668], [-1.5547, -2.0125, 2.5911], [-2.0448, -2.2139, 3.8743], [-3.3161, -2.7385, 4.0566], [-4.0818, -3.0804, 2.9488], [-3.5787, -2.8926, 1.6706], [-3.9232, -3.3680, -5.4029], [-2.9099, -1.1382, -5.0449], [-1.9702, -0.5379, -2.8363], [-2.8118, -4.4804, -1.4215], [-3.9108, -5.0298, -3.5719], [-1.1724, -3.6599, -0.1869], [-0.5657, -1.5737, 2.4705], [-1.4380, -1.9507, 4.7326], [-3.7087, -2.8853, 5.0555], [-5.0769, -3.4882, 3.0838], [-4.1925, -3.1516, 0.8136]]}



The data favor *B*; the next most stable structure lies 0.0060 hartree above it.



*A*
{"formula": "C3H5N2O2", "method": "wB97M-V/def2-TZVPD", "homo_ev": -3.334, "charge": -1, "orbital_gap_ev": 7.7, "species": ["C", "C", "C", "N", "N", "O", "O", "H", "H", "H", "H", "H"], "xyz": [[-0.7400, -0.2215, 1.2020], [-0.8827, -1.6249, 1.1331], [-0.3291, -0.9752, -0.8148], [-0.3897, 0.1470, -0.0570], [-0.6405, -2.0778, -0.1267], [-0.0930, 1.3737, -0.2724], [2.1468, 2.0572, -1.1591], [1.6623, 2.8955, -1.2813], [-0.8689, 0.3862, 2.0942], [-1.1948, -2.4638, 1.8099], [1.4125, 1.5198, -0.7427], [-0.0826, -1.0162, -1.7851]]}



*B*
{"formula": "C3H5N2O2", "method": "wB97M-V/def2-TZVPD", "homo_ev": -2.604, "charge": -1, "orbital_gap_ev": 6.6, "species": ["C", "C", "C", "N", "N", "O", "O", "H", "H", "H", "H", "H"], "xyz": [[1.7964, 0.3376, 0.8343], [1.2874, -0.6605, -0.3306], [-0.0586, -0.0741, -0.4565], [-1.1121, -0.6243, -0.0005], [-2.2242, 0.0534, 0.0904], [-2.2814, 1.2706, -0.0857], [-3.2353, -0.6069, 0.4127], [1.0624, 0.2957, 1.6477], [1.9157, 1.3423, 0.3646], [1.8739, -0.3817, -1.1707], [1.0891, -1.7074, -0.1489], [-0.1131, 0.7551, -1.1567]]}



The data favor *A*; the next most stable structure lies 0.1496 hartree above it.



*A*
{"formula": "C7H16N2O", "method": "wB97M-V/def2-TZVPD", "homo_ev": -18.503, "charge": 2, "orbital_gap_ev": 11.0, "species": ["C", "C", "C", "C", "C", "C", "C", "N", "N", "O", "H", "H", "H", "H", "H", "H", "H", "H", "H", "H", "H", "H", "H", "H", "H", "H"], "xyz": [[-0.6506, 0.2288, 0.2409], [-1.3121, 1.5268, 0.3600], [-2.7660, 1.2251, -0.1208], [-2.8032, -0.2799, -0.2154], [-1.0533, -2.1383, -0.2311], [3.3866, 0.8808, -0.3442], [1.3722, -0.1282, 0.7636], [-1.3903, -0.7436, -0.0599], [2.1091, 0.0724, -0.5452], [1.6490, -1.3156, 1.1476], [-1.1000, 2.1614, 1.1384], [-0.9886, 1.9849, -0.4733], [-3.3634, 1.6129, 0.6611], [-2.9652, 1.8671, -0.9874], [-3.2932, -0.8254, 0.6522], [-3.2773, -0.7032, -1.0848], [-0.0801, -2.4219, 0.2180], [-1.1189, -2.3390, -1.3526], [-1.9083, -2.6194, 0.2001], [4.0607, 0.6725, -1.1677], [2.9240, 1.8898, -0.3688], [3.8302, 0.5552, 0.5688], [1.5811, 0.6868, 1.5554], [1.7575, 0.5322, -1.3608], [2.4021, -0.8247, -1.0103], [2.1395, -1.4591, 1.9884]]}



*B*
{"formula": "C7H16N2O", "method": "wB97M-V/def2-TZVPD", "homo_ev": -18.045, "charge": 2, "orbital_gap_ev": 10.5, "species": ["C", "C", "C", "C", "C", "C", "C", "N", "N", "O", "H", "H", "H", "H", "H", "H", "H", "H", "H", "H", "H", "H", "H", "H", "H", "H"], "xyz": [[-1.2195, 0.6979, -0.4508], [-0.9685, -0.7069, -0.8232], [-2.1861, -1.4491, -0.2456], [-3.1966, -0.3285, 0.0317], [-2.9929, 2.1211, 0.4082], [3.6675, -1.2749, 0.1336], [2.7121, 0.9440, -0.0838], [-2.4017, 0.8882, -0.0073], [3.7200, 0.1223, 0.6319], [3.3594, 1.8778, -0.6681], [-0.9253, -0.7798, -1.9152], [-0.0144, -1.0716, -0.4470], [-2.5817, -2.1916, -0.9322], [-1.9196, -1.9602, 0.6785], [-3.9764, -0.2673, -0.7330], [-3.6913, -0.4283, 1.0005], [-3.1253, 2.1254, 1.4937], [-3.9836, 2.2251, -0.0378], [-2.3778, 2.9730, 0.1236], [4.3610, -1.8998, 0.6927], [2.6589, -1.6660, 0.2503], [3.9435, -1.3002, -0.9189], [-0.5093, 1.5044, -0.5600], [3.4935, 0.1330, 1.6367], [4.6733, 0.5094, 0.5057], [2.8403, 2.4984, -1.2093]]}



The data favor *B*; the next most stable structure lies 0.0723 hartree above it.



*A*
{"formula": "C4H24NO11S", "method": "wB97M-V/def2-TZVPD", "homo_ev": -4.048, "charge": -1, "orbital_gap_ev": 6.6, "species": ["O", "C", "N", "C", "O", "C", "C", "S", "H", "H", "H", "H", "H", "H", "H", "H", "O", "H", "H", "O", "H", "H", "O", "H", "H", "O", "H", "H", "O", "H", "H", "O", "H", "H", "O", "H", "H", "O", "H", "H", "O"], "xyz": [[-2.7356, 1.1176, -2.8807], [-1.7705, 1.1649, -2.1650], [-1.4104, -0.0876, -1.5304], [-0.2963, -0.3672, -0.8401], [0.7970, 0.1743, -1.0166], [-0.9149, 2.3965, -1.9809], [-0.8725, 2.8783, -0.5125], [-2.2943, 2.2497, 0.4638], [-2.2218, -0.6723, -1.3866], [-0.4019, -1.1936, -0.1285], [0.0998, 2.2221, -2.3361], [-1.3783, 3.1763, -2.5813], [0.0426, 2.5433, -0.0164], [-0.8693, 3.9656, -0.4542], [0.6113, 0.5246, 3.8043], [1.3421, 0.2806, 2.4757], [0.8175, -0.1747, 3.1814], [-2.8190, -0.2776, 2.5310], [-3.9968, -0.1763, 1.5523], [-3.5122, -0.8195, 2.0820], [1.6474, 0.1553, -2.6252], [1.5427, -0.3373, -4.0767], [2.1801, -0.0293, -3.4220], [3.3756, -1.3706, -3.0595], [3.6909, -2.1693, -1.7664], [3.8853, -2.1289, -2.7144], [2.1400, -0.9034, -0.4525], [2.0789, -1.9763, 0.6572], [2.7052, -1.4866, 0.0801], [-2.5947, -1.7743, 0.9168], [-1.2132, -2.4697, 0.7644], [-1.9834, -2.1940, 0.2628], [2.7714, 0.1296, 0.8942], [1.5987, 0.9606, 0.3982], [2.2434, 0.9075, 1.1201], [-0.8112, 0.5658, 2.8735], [-1.9077, 1.5409, 2.4637], [-1.6950, 0.8484, 3.1367], [0.9495, -3.1206, 2.2967], [0.5333, -1.6489, 2.2841], [0.6465, -2.4238, 1.7070]]}



*B*
{"formula": "C4H24NO11S", "method": "wB97M-V/def2-TZVPD", "homo_ev": -5.351, "charge": -1, "orbital_gap_ev": 7.9, "species": ["O", "C", "N", "C", "C", "S", "C", "O", "H", "H", "H", "H", "H", "H", "H", "H", "O", "H", "H", "O", "H", "H", "O", "H", "H", "O", "H", "H", "O", "H", "H", "O", "H", "H", "O", "H", "H", "O", "H", "H", "O"], "xyz": [[1.1624, -0.3202, 3.0851], [0.6431, 0.4135, 2.2890], [-0.6144, 0.3497, 1.7294], [-1.5685, -0.7185, 1.7005], [-1.2516, -2.2148, 1.2775], [-2.4032, -2.2204, -0.0634], [-2.7166, -0.4257, 0.5463], [-2.3632, 0.5223, -0.2883], [0.9272, 1.5136, 2.0515], [-0.8183, 1.1906, 1.2174], [-2.0085, -0.8454, 2.7186], [-0.1901, -2.2467, 1.0356], [-1.3968, -2.9662, 2.0657], [-3.6688, -0.1983, 1.0089], [1.0367, -0.6603, 0.1360], [1.1712, -0.0352, -1.1833], [1.5162, -0.8243, -0.6944], [-2.2163, 1.5239, -1.6062], [-2.7148, 0.6796, -2.7873], [-2.6461, 1.6004, -2.5151], [3.8446, 0.5808, 0.1709], [3.8740, 0.0260, 1.5774], [3.8026, 0.8557, 1.0954], [0.9622, -1.0052, -3.0464], [-0.4607, -0.7321, -2.1870], [0.0144, -0.9851, -2.9765], [0.4519, -2.9538, -2.3933], [1.7447, -3.4442, -1.8884], [1.1429, -3.6439, -2.6160], [3.8857, -2.3665, 1.1363], [3.8742, -2.1760, -0.4323], [4.2563, -1.8638, 0.3950], [-3.0971, 2.3770, 0.3491], [-2.0773, 3.6398, 0.1995], [-2.8015, 3.2409, 0.6875], [-0.2292, 1.4152, -1.4992], [0.6917, 2.0600, -2.6835], [0.5287, 1.3223, -2.0910], [0.3504, 2.6806, 1.0999], [-0.7582, 3.3362, 1.8729], [0.1201, 3.5184, 1.5061]]}



The data favor *A*; the next most stable structure lies 0.1390 hartree above it.



*A*
{"formula": "C2H3Cl", "method": "wB97M-V/def2-TZVPD", "homo_ev": -10.102, "charge": 0, "orbital_gap_ev": 9.8, "species": ["C", "C", "Cl", "H", "H", "H"], "xyz": [[0.3765, -0.4847, -0.0518], [1.1100, 0.5777, -0.2824], [2.7842, 0.2996, -0.7551], [-1.4026, 0.0118, 0.3247], [0.6618, -1.5159, -0.0345], [0.7356, 1.6182, -0.2473]]}



*B*
{"formula": "C2H3Cl", "method": "wB97M-V/def2-TZVPD", "smiles": "C=CCl", "homo_ev": -9.655, "charge": 0, "orbital_gap_ev": 10.8, "species": ["C", "C", "Cl", "H", "H", "H"], "xyz": [[0.3477, 0.0658, -1.6071], [-0.3952, -0.2918, -0.5517], [0.0121, 0.1213, 1.0305], [1.3131, 0.5586, -1.3844], [0.0477, -0.2839, -2.6410], [-1.2823, -0.9803, -0.5414]]}



The data favor *B*; the next most stable structure lies 0.1196 hartree above it.



*A*
{"formula": "CsH2O", "method": "wB97M-V/def2-TZVPD", "homo_ev": -16.975, "charge": 1, "orbital_gap_ev": 12.9, "species": ["Cs", "O", "H", "H"], "xyz": [[0.8140, -1.5917, 0.4947], [-0.3361, 0.3091, 0.1502], [-0.9732, 0.6010, -0.5018], [0.4954, 0.6817, -0.1431]]}



*B*
{"formula": "CsH2O", "method": "wB97M-V/def2-TZVPD", "homo_ev": -16.209, "charge": 1, "orbital_gap_ev": 12.0, "species": ["Cs", "O", "H", "H"], "xyz": [[-2.1092, -1.0990, -0.3265], [0.5618, 0.7160, 0.0535], [1.1807, 0.2190, -0.4865], [0.3668, 0.1640, 0.7595]]}



The data favor *B*; the next most stable structure lies 0.0421 hartree above it.